(1)
80
Properties=species:S:1:pos:R:3:mulliken_charge:R:1 method="wB97M-V/def2-TZVPD" largest_force_ha_per_bohr=0.0178 total_energy_ev=-70950.9159 total_charge=+2 orbital_gap_ev=6.846
Zr 0.09 -0.10 -0.42 0.477
C -1.02 4.80 0.88 -0.465
C -0.12 4.46 -0.27 -0.399
N 0.43 3.09 -0.41 -0.854
N -1.98 3.19 -1.19 0.393
C -2.90 3.89 -0.34 -0.767
B -2.47 1.95 -1.91 -0.146
N -2.80 0.78 -0.86 0.978
C -3.96 0.66 -0.23 -0.112
C -4.09 -0.62 0.29 -1.441
C -2.91 -1.24 -0.05 -0.358
N -2.11 -0.40 -0.75 -0.321
N -1.41 1.37 -2.88 -1.165
C -1.42 1.46 -4.21 -0.177
C -0.28 0.86 -4.72 -1.393
C 0.38 0.38 -3.60 -0.289
N -0.29 0.69 -2.48 1.387
H -0.60 5.57 1.51 0.730
H 0.64 5.19 -0.52 0.592
H -3.89 3.99 -0.77 0.814
H -3.49 2.13 -2.52 -0.101
H -4.66 1.48 -0.26 0.609
H -4.93 -1.04 0.80 0.495
H -2.58 -2.24 0.17 0.772
H -2.23 1.97 -4.71 0.496
H 0.02 0.76 -5.75 0.482
H 1.31 -0.17 -3.53 0.495
C -1.90 1.23 3.49 -1.642
C -1.15 1.09 2.22 0.923
N -0.67 0.00 1.75 0.905
N -0.90 -1.17 2.46 -1.593
C -0.59 -2.16 1.69 0.105
O -0.13 -1.95 0.46 0.014
C -0.77 -3.56 2.11 0.502
C -1.03 -3.85 3.45 -0.426
C -1.21 -5.16 3.84 -0.780
C -1.15 -6.18 2.90 -0.407
C -0.90 -5.90 1.57 -0.952
C -0.70 -4.58 1.17 -0.085
C -0.85 2.28 1.37 1.325
C -1.48 3.58 1.69 -1.031
C -2.92 3.78 1.17 -0.282
C -2.47 5.06 0.46 -1.040
C -0.70 3.66 -1.36 -0.778
N -0.03 2.08 0.41 -0.104
H -2.13 0.27 3.92 0.384
H -1.30 1.81 4.20 0.366
H -2.81 1.80 3.31 0.317
H -1.08 -3.04 4.17 0.480
H -1.40 -5.39 4.88 0.433
H -1.29 -7.21 3.22 0.420
H -0.86 -6.69 0.84 0.439
H -0.51 -4.35 0.13 0.332
H -1.43 3.77 2.76 0.947
H -3.82 3.60 1.75 0.502
H -2.95 6.03 0.41 0.436
H -0.30 3.73 -2.36 0.475
S 7.36 -2.23 0.64 0.221
N 6.07 -3.12 0.24 -0.650
C 5.12 -2.27 -0.11 0.668
C 3.79 -2.63 -0.58 0.177
C 3.40 -3.93 -0.91 -0.631
C 2.15 -4.13 -1.45 -0.769
C 1.29 -3.04 -1.60 -0.618
N 1.66 -1.80 -1.29 0.237
C 2.89 -1.60 -0.81 0.255
C 3.29 -0.20 -0.68 0.296
N 2.34 0.70 -1.05 0.757
C 2.76 1.91 -1.41 0.083
C 4.09 2.33 -1.24 -1.283
C 5.00 1.47 -0.67 -0.551
C 4.61 0.15 -0.43 0.025
C 5.52 -0.92 -0.04 0.505
N 6.77 -0.76 0.35 -0.647
H 4.08 -4.76 -0.76 0.576
H 1.81 -5.11 -1.75 0.516
H 0.29 -3.17 -1.97 0.578
H 2.03 2.57 -1.83 0.301
H 4.37 3.32 -1.55 0.465
H 6.02 1.77 -0.49 0.571

(2)
18
Properties=species:S:1:pos:R:3:mulliken_charge:R:1 method="wB97M-V/def2-TZVPD" largest_force_ha_per_bohr=0.0749 total_energy_ev=-19715.2212 total_charge=-1 orbital_gap_ev=4.487
C -3.10 -0.08 -0.40 -0.413
C -3.20 0.08 -1.73 -0.643
S 3.83 -0.02 -0.66 -0.324
C -1.76 -0.27 0.48 0.161
N -0.49 0.03 -0.41 -0.291
C 0.82 -0.41 0.15 0.367
C 1.18 0.17 1.54 -1.024
O -1.92 0.51 1.49 -0.801
H -1.58 -1.28 0.59 0.236
H -3.91 -0.13 0.30 0.308
H -2.40 -0.18 -2.44 0.273
H -4.19 0.27 -2.19 0.247
H -0.42 1.08 -0.44 0.273
H 0.77 -1.47 0.11 0.388
H 1.83 -0.18 -0.32 -0.762
H 0.27 0.33 2.11 0.392
H 1.85 -0.51 2.11 0.314
H 1.75 1.12 1.51 0.297

(3)
12
Properties=species:S:1:pos:R:3:mulliken_charge:R:1 method="wB97M-V/def2-TZVPD" largest_force_ha_per_bohr=0.1258 total_energy_ev=-28293.4336 total_charge=0 orbital_gap_ev=8.703
N -0.78 0.54 -1.26 -0.326
C 0.50 0.68 -0.92 0.217
S 2.00 1.25 -1.73 -0.384
N 0.78 0.23 0.30 -0.314
C 0.08 0.00 1.49 0.100
N -0.83 -0.79 1.61 -0.357
S -1.38 -1.98 0.53 -0.071
H -0.94 1.11 -2.22 0.297
H -1.50 0.31 -0.61 0.223
H 1.80 0.08 0.34 0.178
H 0.56 0.40 2.57 0.273
H -0.29 -1.82 -0.10 0.164

(4)
156
Properties=species:S:1:pos:R:3:mulliken_charge:R:1 method="wB97M-V/def2-TZVPD" largest_force_ha_per_bohr=0.0688 total_energy_ev=-74804.0372 total_charge=0 orbital_gap_ev=10.034
C 0.56 -0.32 -4.88 -0.953
C 1.07 -1.63 -4.44 0.257
O 0.12 -2.73 -4.66 -0.672
H 1.35 0.47 -5.01 0.262
H -0.18 0.15 -4.20 0.169
H 0.12 -0.41 -5.87 0.258
H 1.39 -1.58 -3.35 -0.035
H 1.88 -1.88 -5.08 0.290
H -0.20 -3.08 -3.84 0.322
C 5.07 -0.87 -2.56 -1.396
C 4.08 0.01 -1.79 0.482
O 4.03 -0.07 -0.37 -0.047
H 4.76 -1.90 -2.52 0.228
H 6.08 -0.75 -2.17 0.403
H 5.11 -0.55 -3.59 0.470
H 3.03 -0.14 -2.16 -0.278
H 4.26 1.08 -2.06 0.138
H 4.88 -0.32 0.02 0.087
C -1.29 -1.62 -0.65 0.681
C -1.09 -3.18 -0.58 -0.369
O -0.16 -3.52 -1.61 -0.468
H -1.76 -1.33 -1.60 0.014
H -0.36 -1.11 -0.66 -0.068
H -1.91 -1.28 0.19 -0.494
H -2.01 -3.71 -0.71 0.380
H -0.64 -3.49 0.35 0.080
H 0.28 -4.36 -1.53 0.190
C -0.14 5.46 -0.57 0.501
C -0.68 6.83 -0.13 -0.893
O -1.69 6.75 0.85 -0.538
H 0.68 5.56 -1.29 0.219
H -0.97 4.94 -1.06 -0.218
H 0.16 5.06 0.37 -0.190
H -0.96 7.50 -0.97 0.269
H 0.18 7.31 0.33 0.468
H -2.36 6.18 0.45 0.337
C -3.31 -1.80 -7.87 -1.242
C -2.27 -1.29 -6.90 -0.014
O -2.27 -2.15 -5.78 -0.486
H -3.44 -1.04 -8.61 0.395
H -4.24 -1.86 -7.28 0.277
H -3.06 -2.77 -8.32 0.262
H -2.36 -0.20 -6.58 0.212
H -1.27 -1.39 -7.36 0.298
H -1.35 -2.33 -5.52 0.401
C -4.79 -2.88 -2.51 -1.107
C -4.67 -1.44 -2.03 -0.064
O -4.53 -1.33 -0.59 -0.275
H -3.82 -3.36 -2.43 0.134
H -5.04 -2.84 -3.59 0.352
H -5.52 -3.39 -1.86 0.302
H -5.59 -0.94 -2.33 0.359
H -3.83 -0.92 -2.45 0.227
H -4.16 -0.46 -0.44 0.242
C -1.27 4.42 4.00 -1.317
C -0.36 3.39 3.48 1.056
O -0.09 2.38 4.48 -0.644
H -1.44 5.07 3.19 0.340
H -0.76 5.08 4.75 0.338
H -2.17 4.01 4.45 0.279
H 0.64 3.70 3.14 0.027
H -0.77 2.87 2.59 -0.358
H -0.82 1.76 4.68 0.142
C -1.97 -1.02 4.10 0.358
C -2.44 -0.42 5.38 -0.663
O -2.73 0.97 5.11 -0.433
H -1.22 -0.44 3.58 -0.112
H -2.84 -1.08 3.42 -0.262
H -1.58 -1.99 4.28 0.180
H -1.62 -0.44 6.12 0.345
H -3.25 -1.04 5.78 0.386
H -2.93 1.23 5.99 0.231
C -3.45 3.49 -2.04 -0.139
C -3.41 4.53 -3.17 -0.462
O -3.12 5.75 -2.39 -0.489
H -4.12 3.87 -1.29 0.279
H -2.46 3.30 -1.62 -0.318
H -3.82 2.52 -2.44 0.336
H -4.40 4.67 -3.68 0.329
H -2.69 4.42 -3.99 0.260
H -2.97 6.55 -2.91 0.258
C 0.54 3.84 -3.84 -1.049
C 1.68 3.10 -3.25 0.706
O 2.26 3.95 -2.28 -0.472
H -0.23 4.06 -3.08 -0.108
H -0.01 3.32 -4.63 0.409
H 0.95 4.78 -4.26 0.357
H 2.41 2.88 -4.09 0.317
H 1.38 2.14 -2.80 -0.304
H 2.76 3.40 -1.68 0.126
C 3.26 4.17 1.28 -0.679
C 4.64 3.68 0.92 0.159
O 5.63 4.73 0.79 -0.592
H 2.82 4.60 0.35 0.421
H 3.20 4.84 2.13 0.405
H 2.60 3.32 1.46 -0.129
H 4.59 3.14 -0.02 0.009
H 5.01 3.04 1.73 0.161
H 5.09 5.53 0.61 0.330
C -1.24 -7.19 3.75 -1.155
C -2.24 -6.14 3.44 -0.081
O -1.65 -4.81 3.66 -0.578
H -0.35 -6.88 3.21 0.207
H -1.55 -8.18 3.46 0.368
H -0.94 -7.08 4.79 0.297
H -3.15 -6.23 4.13 0.256
H -2.53 -6.20 2.38 0.268
H -2.35 -4.21 3.44 0.381
C 3.47 1.29 3.97 -0.751
C 2.54 0.25 3.41 -0.078
O 1.48 0.87 2.71 -0.104
H 3.95 1.86 3.14 -0.224
H 4.27 0.86 4.60 0.435
H 2.87 1.96 4.62 0.274
H 2.19 -0.52 4.14 0.231
H 3.04 -0.32 2.64 0.175
H 0.90 1.18 3.37 -0.263
C 2.80 -4.00 -0.10 -0.586
C 4.17 -4.19 0.55 -0.155
O 5.35 -3.91 -0.24 -0.635
H 2.09 -4.33 0.58 0.088
H 2.74 -4.58 -1.04 0.478
H 2.62 -2.94 -0.45 0.133
H 4.32 -5.18 1.05 0.344
H 4.17 -3.42 1.33 0.046
H 5.38 -4.61 -0.98 0.311
C 1.67 -3.48 3.21 -0.478
O 0.97 -4.55 2.54 -0.435
H 2.63 -3.87 3.57 0.364
H 1.85 -2.63 2.53 0.005
H 1.03 -3.11 4.06 0.358
H 0.07 -4.51 2.89 0.262
C 0.24 1.71 -0.43 -0.598
O -0.51 1.27 0.76 0.578
H 1.02 0.98 -0.72 0.422
H -0.40 1.82 -1.32 0.206
H 0.81 2.63 -0.21 -0.050
H 0.17 0.90 1.37 -0.092
C -3.83 2.05 1.16 -0.471
O -3.50 0.73 0.84 -0.356
H -3.77 2.23 2.23 0.202
H -3.27 2.80 0.55 -0.058
H -4.86 2.13 0.84 0.351
H -2.54 0.71 0.77 0.019
C -4.89 -2.73 2.27 -0.067
O -4.02 -3.44 3.29 -0.477
H -4.29 -1.93 1.91 -0.262
H -5.06 -3.41 1.45 0.259
H -5.76 -2.31 2.79 0.317
H -4.59 -3.91 3.88 0.202
C 6.96 -2.47 1.94 -0.746
O 6.45 -1.70 0.88 -0.519
H 6.87 -3.52 1.70 0.310
H 8.00 -2.24 2.11 0.275
H 6.42 -2.29 2.84 0.232
H 6.07 -2.37 0.26 0.388

(5)
13
Properties=species:S:1:pos:R:3:mulliken_charge:R:1 method="wB97M-V/def2-TZVPD" largest_force_ha_per_bohr=0.0839 total_energy_ev=-18038.3510 total_charge=+1 orbital_gap_ev="8.917 / 8.916"
C 1.43 -1.66 0.22 -0.833
C -0.67 0.24 0.25 -0.323
N 0.83 1.25 -0.26 0.173
N -1.73 1.00 -0.38 -0.228
O 1.73 1.24 0.50 -0.355
S 0.37 -0.64 -0.99 0.034
H 2.08 -2.16 -0.44 0.369
H 0.60 -2.39 0.71 0.318
H 1.98 -0.83 0.77 0.372
H -0.61 0.15 1.31 0.437
H -2.19 1.60 0.27 0.336
H -1.32 1.59 -1.01 0.349
H -2.50 0.60 -0.95 0.352

(6)
15
Properties=species:S:1:pos:R:3:mulliken_charge:R:1 method="wB97M-V/def2-TZVPD" largest_force_ha_per_bohr=0.0672 total_energy_ev=-81785.6227 total_charge=0 orbital_gap_ev=11.306
C 1.03 -0.90 0.57 -1.220
C 0.16 0.22 0.13 0.169
C -0.27 0.09 -1.36 -0.715
O 0.83 0.38 -2.17 -0.511
C -1.12 0.36 1.08 0.402
F -1.88 -0.71 1.09 -0.219
F -1.88 1.34 0.59 -0.213
Br -0.69 0.94 2.94 -0.164
H 0.46 -1.83 0.59 0.356
H 1.82 -1.02 -0.20 0.358
H 1.26 -0.79 1.68 0.309
H 0.60 1.29 0.08 0.371
H -0.58 -0.89 -1.63 0.340
H -1.12 0.60 -1.74 0.377
H 1.37 0.90 -1.66 0.360